Density functional theory data (the ωB97M-V functional and the def2-TZVPD basis) for a molecular structure, C10H30ClO10Zn.

Largest force on an atom, eV/A: 3.22
M, g mol⁻¹: 411.18
Gap between HOMO and LUMO, eV: 2.26
E, Eh: -3390.309821
LUMO energy, Ha: -0.336
Relative energy (zero: lowest compared OMol25 entry of this formula, charge and spin), kJ/mol: 762.9

```
! wB97M-V def2-TZVPD RIJCOSX def2/J DEFGRID3
* xyz 1 1
Zn 2.43709 2.49537 2.91487
Cl 1.32094 1.09321 0.38101
C -1.42784 -1.56249 -3.23723
C -2.08894 -0.55408 -4.34131
O -3.20431 0.13277 -3.75887
O -1.78309 -1.34958 -1.91039
H -0.36967 -1.79265 -3.36125
H -1.91379 -2.53760 -3.27048
H -2.43706 -1.01342 -5.26647
H -1.41329 0.18054 -4.77942
H -3.50016 0.77206 -4.41108
H -1.04198 -0.85022 -1.55970
C -0.83991 1.72088 4.74891
C -0.09422 0.40992 4.57914
O 1.33950 0.63070 4.61134
O -0.28050 2.60520 3.86180
H -0.62811 2.09366 5.75105
H -1.91921 1.76688 4.60355
H -0.42999 -0.04808 3.64877
H -0.39506 -0.31111 5.33923
H 1.56736 -0.01420 5.28498
H -0.99158 3.24094 3.75322
C 5.52042 1.65720 -2.43252
C 4.88807 0.31825 -2.76182
O 3.63895 0.69090 -3.51578
O 6.10105 2.36363 -3.48643
H 6.23589 1.62236 -1.61095
H 4.73580 2.34542 -2.11815
H 4.58482 -0.22088 -1.86433
H 5.64188 -0.21942 -3.33696
H 2.94900 0.86751 -2.87205
H 5.47898 2.72017 -4.12480
C 1.40136 -5.25738 1.88193
C 2.10848 -3.96386 1.84027
O 2.28627 -3.38482 0.55071
O 1.42582 -5.80262 3.16994
H 1.76909 -5.96797 1.14170
H 0.38085 -5.13558 1.51887
H 3.13092 -4.01560 2.21450
H 1.62539 -3.20998 2.46189
H 1.97034 -2.47946 0.59667
H 1.04577 -5.03896 3.61039
C -5.47652 2.63781 -0.73669
C -4.20058 2.77417 0.12335
O -3.26061 1.85677 -0.46866
O -6.07648 1.38337 -0.97927
H -5.59493 3.11516 -1.70942
H -6.33067 2.93754 -0.12948
H -4.52259 2.66872 1.15935
H -3.78936 3.78361 0.12160
H -2.56434 2.27724 -0.97856
H -7.00924 1.56799 -0.84700
*
```

natural (NBO) population analysis, charges in e, atoms 1 to 2: Zn 1.33; Cl -0.39